Below is C37H45GeN6O4PS3Ta as an isolated structure, with properties calculated with ωB97M-V/def2-TZVPD.

Summary:
- energy relative to the best compared isomer or geometry (same formula, charge and spin) (kcal per mole) = 32.0
- HOMO-LUMO gap (alpha / beta) (eV) = 7.758 / 4.667
- 2S+1 = 2
- HOMO level (alpha / beta) (hartree) = -0.3169 / -0.3141
- energy (Ha) = -5736.30693

```
98
Properties=species:S:1:pos:R:3:forces:R:3:mulliken_charge:R:1
Ta 1.550203 -1.431041 -0.056095 0.2 1.0 3.0 2.314
Ge -0.333300 -2.092194 -1.915203 -1.5 0.5 -1.9 0.503
S 1.704881 -3.692703 1.641685 0.3 1.1 0.4 1.019
S 2.115543 -0.554661 -2.226902 0.1 -0.3 -1.3 0.030
S 3.672296 -0.198685 0.429873 0.2 0.1 -0.5 -0.203
P 0.078876 1.156252 1.510259 -0.9 -0.4 0.1 -1.514
O 1.026531 -3.494132 0.248738 0.1 1.2 -0.2 -0.604
O 2.707134 -4.689928 1.556192 0.5 -0.2 -0.1 -0.602
O 0.743421 -3.820225 2.701121 0.1 0.4 -0.6 -0.610
O 2.360989 -2.213801 1.648490 -0.5 -1.5 0.0 -0.621
N -1.424341 0.980197 2.166479 -0.2 0.7 1.3 0.563
N -0.016494 2.364368 0.429613 -0.2 1.0 0.4 1.276
N 6.092014 2.395764 -0.824942 0.7 0.6 0.2 -0.486
N 1.194056 1.523583 2.659250 0.4 1.6 -0.1 1.026
N 0.365631 -0.218766 0.745206 1.7 -1.4 -0.9 -1.133
N 4.274401 1.671421 -4.385273 0.1 0.3 -0.2 -0.510
C 4.120711 0.709909 -0.992970 -0.3 0.2 -0.1 0.707
C 0.578458 -2.565912 -4.691043 -1.6 2.5 -3.4 0.569
C 1.141525 2.733438 -0.385189 -0.2 0.5 -2.1 -0.020
C -0.081515 4.690280 -1.566107 0.7 -0.3 0.9 -0.759
C 1.520112 2.951162 3.036837 -0.7 0.1 0.2 -0.160
C 2.541325 -3.935762 -5.116745 -2.5 2.3 -1.3 -0.621
C -2.519905 0.388637 1.393445 -0.3 -0.5 0.9 0.575
C 3.438310 0.538454 -2.171913 1.6 1.4 0.2 0.126
C 2.926477 3.229135 3.550104 -1.4 0.2 0.9 -0.946
C -1.918058 -3.587232 0.160965 0.1 0.9 -1.9 0.307
C -2.638270 -0.313960 -1.995588 -0.5 0.7 0.4 0.236
C 3.910452 1.229186 -3.391392 -0.9 -1.2 1.3 -0.308
C -3.777319 -4.286607 -1.845106 -0.2 -0.6 3.6 -1.105
C -3.978680 -4.613224 -0.464571 -0.6 -0.5 -0.8 -0.370
C 3.130905 2.267028 4.689695 0.2 -0.9 0.6 -0.922
C 1.112116 4.265355 -0.717466 1.6 -0.1 0.8 -0.943
C -1.913978 0.926206 -4.385610 -0.1 -0.1 -0.2 -1.045
C 5.231554 1.646338 -0.869348 -1.4 -1.3 -0.4 -0.140
C -3.077890 -4.296408 0.528802 1.3 1.4 -2.6 -1.067
C -1.429630 -0.597679 -2.570807 0.8 -0.6 -0.2 0.761
C -1.146694 3.306581 0.355288 0.6 0.8 -0.7 -0.331
C 0.516754 -3.003520 -3.402612 0.9 -0.6 1.5 0.462
C -1.915777 -0.188317 4.366262 -0.9 -1.2 -1.2 -0.681
C -3.439524 0.725797 -2.506126 0.5 -0.6 0.8 -0.676
C -1.097777 0.013436 -3.759598 0.8 0.5 -0.4 -0.567
C -2.712352 -3.505946 -2.136518 1.6 0.7 -0.8 0.027
C -2.671559 -1.234309 3.380601 -0.5 2.7 1.6 -0.241
C -3.439455 -0.359445 2.377241 -1.0 -0.5 0.0 -1.481
C 2.479341 -4.393867 -3.873472 -0.9 -0.1 1.4 -1.090
C 2.975155 0.788658 4.204702 0.3 1.5 -1.5 -0.631
C 1.567376 0.553226 3.658747 0.0 -2.4 0.5 -0.181
C -3.067606 1.326802 -3.691234 0.3 0.1 -1.3 -0.816
C -1.722658 -3.135164 -1.219133 -1.9 -2.4 4.2 -0.273
C -1.216760 3.779362 -1.106251 -0.8 -0.2 -0.9 -0.434
C 1.563464 -3.024673 -5.557427 0.1 -0.2 0.3 -0.879
C 1.489368 -3.950368 -3.039064 -0.4 0.4 1.2 -0.431
C -1.742451 1.162136 3.608775 -0.4 -0.7 0.3 -0.948
H -4.196602 0.295491 2.853521 0.8 0.1 0.1 0.396
H 0.823668 0.512347 4.500513 0.6 0.2 -0.6 0.177
H 1.084882 4.763211 0.279905 0.0 -0.1 -0.6 0.240
H -1.216813 2.920555 -1.781097 0.0 -0.4 0.3 -0.274
H -2.699528 1.677018 3.709345 0.1 0.3 -0.3 0.541
H -0.318074 5.726858 -1.308105 0.1 0.0 -0.5 0.354
H 2.947164 4.267879 3.916128 -0.2 -0.2 -0.1 0.356
H -1.031905 4.206837 1.017489 0.0 -0.8 -0.3 0.116
H 0.201493 4.574795 -2.630219 -0.6 0.2 0.5 0.320
H -1.960664 -1.809151 2.845834 0.8 -0.7 -0.4 -0.132
H 1.564209 -0.488201 3.184614 -0.2 1.3 0.6 0.013
H 3.199060 -5.006450 -3.450019 1.4 -1.3 0.5 0.541
H -0.147910 -0.218160 -4.197023 0.3 0.1 -0.2 0.671
H -2.063250 2.801530 0.608232 -0.2 -0.1 0.2 0.392
H 3.166154 0.144774 5.021016 0.1 -0.9 0.8 0.537
H -1.619563 1.259328 -5.412732 -0.6 0.1 1.2 0.386
H -3.236346 -4.580951 1.512091 -0.3 -0.5 1.7 0.614
H -1.172383 -3.325691 0.902977 -0.1 -0.2 0.0 0.122
H -4.112186 -1.041449 1.889595 -0.1 -0.3 -1.1 0.598
H 3.703556 0.542112 3.357537 -0.7 0.5 1.2 0.091
H 2.109841 4.567095 -1.157304 -1.1 -0.4 0.3 0.485
H -3.370458 -1.895071 3.927613 0.5 0.3 -0.2 0.457
H -0.988143 -0.632985 4.628850 1.2 -0.3 0.0 0.249
H 2.443505 2.507266 5.537849 -0.2 -0.4 -0.8 0.316
H 1.121759 2.143758 -1.369620 0.3 0.6 1.4 -0.346
H -4.857640 -5.173096 -0.126780 0.2 0.1 -0.5 0.333
H -3.640788 2.073708 -4.212866 -0.5 0.3 0.4 0.403
H -2.412720 -0.125691 5.348042 -0.3 0.5 -0.6 0.443
H -2.178591 4.239109 -1.305379 -0.3 0.3 0.2 0.636
H -0.167856 -1.745638 -5.179099 1.8 -2.3 1.5 0.170
H 3.286827 -4.154858 -5.761914 2.4 -0.9 -1.9 0.552
H 3.646163 3.199353 2.796075 1.4 -0.5 -1.3 0.401
H -3.092101 1.105206 0.772202 0.3 -0.1 0.3 0.048
H -2.542491 -3.173207 -3.141263 -0.2 0.0 -0.7 0.400
H -4.421839 -4.706384 -2.553970 -0.9 -0.1 -1.1 0.551
H 1.604514 -4.272902 -2.014488 -0.5 0.0 0.3 0.517
H 2.063033 2.573037 0.154763 0.3 -0.5 0.1 0.389
H -2.045646 -0.329130 0.749290 0.0 -0.4 -0.5 -0.438
H 1.615547 -2.610881 -6.554619 0.0 -0.1 -0.1 0.426
H 0.946760 3.275006 3.911959 -0.7 -0.4 -0.1 0.236
H 1.229670 3.637697 2.253297 0.0 -0.2 -0.5 -0.012
H 4.065806 2.409680 5.197269 0.9 -0.1 -0.1 0.433
H -2.904890 -0.890145 -1.118022 -0.4 0.3 0.0 0.307
H -1.007981 1.784837 4.090253 0.4 0.2 0.0 0.356
H -4.264629 1.047373 -1.876410 -0.2 0.0 -0.5 0.469
```
Positions in Å, forces in eV/Å.

=====

Below is C37H45N4O7S4Tl as an isolated structure, with properties calculated with ωB97M-V/def2-TZVPD.

Summary:
- energy relative to the best compared isomer or geometry (same formula, charge and spin) (kcal per mole) = 49.4
- HOMO-LUMO gap (alpha / beta) (eV) = 5.192 / 5.271
- 2S+1 = 1
- HOMO level (alpha / beta) (hartree) = -0.2652 / -0.2724
- energy (Ha) = -3947.78131

```
98
Properties=species:S:1:pos:R:3:forces:R:3:mulliken_charge:R:1
Tl -0.943008 -0.066126 -0.170619 0.0 0.3 -0.1 1.291
S 0.441016 -3.156584 -1.153630 -0.4 0.0 0.1 0.729
S -2.694130 -0.251830 2.489452 0.2 0.1 0.0 -0.253
S 2.756710 -0.696111 -0.787304 0.3 -0.3 0.2 1.047
S 0.710098 2.302748 -0.474371 -0.1 -0.2 0.1 0.115
O 0.679915 7.271832 4.084900 -0.1 0.1 0.0 -0.558
O -5.141892 -2.308294 0.859289 0.2 -0.2 0.0 -0.502
O 2.311104 6.108242 4.997485 0.0 0.0 0.0 -0.496
O 0.062543 -0.244867 -2.465111 -0.4 0.1 -0.1 -0.281
O 0.092370 -2.255578 0.037306 0.0 0.0 -0.2 -0.463
O -3.074405 -1.228176 -0.799375 0.2 -0.2 0.0 -0.666
O 2.971597 -2.173049 -1.004418 0.1 0.3 0.1 -0.785
N -2.225716 0.847778 -2.239403 0.2 -0.1 0.3 0.945
N -1.598229 2.187165 2.796394 0.2 -0.2 -0.1 -0.015
N -3.551004 2.077514 1.619795 0.0 0.1 -0.1 -0.138
N -1.415479 1.449096 -3.073782 -0.1 -0.1 -0.2 -0.979
C 0.888049 3.404807 0.869407 0.0 0.1 0.0 0.677
C 2.618160 -6.450660 -0.339754 0.0 0.0 0.0 -0.828
C 1.368201 6.293153 4.046603 0.0 -0.2 0.0 0.615
C 0.096328 4.562525 0.964121 0.1 0.0 0.0 -0.659
C 2.072271 -6.913642 0.851815 0.0 0.0 0.0 1.046
C 3.001634 1.176134 -5.005412 0.0 0.0 0.0 -0.723
C -5.634164 1.352995 -1.072885 -0.3 0.0 0.1 -0.871
C -0.227507 0.773976 -3.124652 0.4 0.0 0.0 -0.556
C -6.590906 0.806335 -0.259390 0.1 0.1 -0.1 -0.595
C -0.437841 1.671272 3.508555 -0.1 0.0 0.0 -0.749
C 2.800553 -0.428324 1.037207 -0.2 -0.2 0.0 0.133
C 0.808741 1.360738 -4.023455 0.0 0.0 0.1 0.688
C 2.601533 -8.156823 1.520124 -0.1 0.1 0.0 -1.458
C 2.039489 4.112800 2.884825 0.1 0.0 -0.1 -0.416
C -4.144320 -0.599163 -0.623965 -0.2 0.4 -0.2 1.204
C 4.312628 1.566455 -1.211808 0.0 -0.1 0.0 -0.667
C 0.512784 -5.063810 0.823203 0.0 0.0 0.0 -0.500
C 1.867380 3.205383 1.851387 0.2 0.2 -0.2 -1.610
C 0.261326 5.457046 2.005446 -0.1 0.0 -0.1 -1.038
C -4.400082 0.697945 -1.266256 0.2 -0.3 -0.1 0.931
C 1.639817 3.110431 -5.451539 0.0 0.0 0.0 -0.787
C -5.215837 -1.140111 0.200961 0.0 0.1 0.1 0.338
C 1.999001 0.659115 -4.200305 0.0 0.0 0.0 -0.367
C 2.122364 -5.307720 -0.956556 0.0 0.0 -0.1 -0.664
C -2.590324 1.436838 2.299582 0.0 0.0 0.2 0.606
C 1.015438 -6.201641 1.426347 0.0 0.0 0.0 -0.688
C 1.062901 -4.634770 -0.377721 0.1 0.1 0.0 0.280
C 3.079077 -1.733998 1.766966 0.0 0.0 -0.1 -1.313
C -3.522844 3.474627 1.235454 0.0 -0.1 0.1 -1.028
C -1.164595 -3.806355 -1.646209 0.0 0.1 -0.1 -1.009
C -6.374683 -0.435526 0.375026 -0.1 0.0 0.0 -0.654
C -4.017316 -3.186842 0.749935 -0.1 0.0 0.1 -0.626
C 0.634165 2.594414 -4.647135 0.0 0.0 0.0 -0.134
C -3.453939 1.289932 -2.137565 -0.3 0.0 0.0 -1.438
C 1.235192 5.245048 2.981010 0.1 0.0 0.1 1.043
C 2.821682 2.402220 -5.634131 0.0 0.0 0.0 -0.382
C 4.370120 0.044094 -1.138260 0.0 0.2 -0.1 -0.836
H 3.925228 0.626946 -5.144589 0.0 0.0 0.0 0.427
H 1.819005 -0.025861 1.295879 0.1 0.0 0.1 -0.501
H -1.564067 3.162410 2.540135 0.0 0.0 0.0 -0.029
H -7.129966 -0.871228 1.018047 0.0 0.1 0.0 0.430
H 3.231858 -1.537444 2.829998 0.0 0.0 0.0 0.441
H -0.285721 3.137868 -4.481292 0.0 0.0 0.0 0.456
H -3.097173 -2.703111 1.065915 0.0 0.0 0.0 0.128
H 2.500408 2.328943 1.783182 0.0 0.0 0.0 0.123
H -5.810989 2.300083 -1.570879 0.0 0.0 0.0 0.434
H 5.285797 1.968377 -1.500058 0.0 0.0 0.0 0.408
H 2.953786 -7.936240 2.529795 0.0 0.0 0.0 0.329
H 4.644952 -0.390405 -2.100496 0.0 0.0 0.0 0.455
H -4.252196 -4.014964 1.412545 -0.1 0.0 0.0 0.315
H -0.422656 2.044686 4.533156 0.0 0.0 0.0 0.266
H -2.687181 3.684770 0.566533 0.1 0.0 -0.1 0.247
H 2.240874 -2.419535 1.649649 0.0 0.0 0.0 0.182
H -1.791895 -2.934894 -1.846558 0.0 -0.1 0.0 0.209
H -0.348732 6.348724 2.083044 0.0 0.0 0.0 0.464
H -0.288424 -4.494403 1.281953 0.0 0.0 0.0 0.384
H 2.822360 3.905310 3.608298 0.0 0.0 0.0 0.105
H 3.448381 -6.984687 -0.788109 0.0 0.0 0.0 0.296
H 3.555723 0.330961 1.247358 0.0 0.0 0.0 0.672
H -3.455997 4.127854 2.109471 0.0 0.0 0.0 0.431
H -3.788641 2.107367 -2.782461 0.1 0.0 0.1 0.311
H 4.038453 2.008739 -0.251947 0.0 0.0 0.0 0.079
H 3.965925 -2.228050 1.368779 0.0 0.0 0.0 0.292
H 1.816976 -8.911437 1.606207 0.0 0.0 0.0 0.331
H 3.576408 1.894125 -1.947627 0.0 0.0 0.0 0.104
H -0.625174 4.755755 0.180369 0.0 0.0 0.0 0.612
H -4.259274 1.484144 1.218313 -0.1 0.0 0.0 0.139
H 2.564735 -4.929003 -1.871454 0.0 0.0 0.1 0.378
H 5.067210 -0.315784 -0.378356 0.0 -0.1 -0.1 0.476
H 2.788822 5.283865 4.858591 0.0 0.0 0.0 0.270
H -1.594975 -4.414919 -0.852148 0.0 0.1 0.0 0.364
H 2.118651 -0.291768 -3.693850 0.0 0.0 0.0 0.509
H 3.428281 -8.586589 0.956445 0.0 0.0 0.0 0.351
H -0.489572 0.588749 3.525411 -0.1 -0.1 0.0 0.491
H -1.025272 -4.393890 -2.556817 0.0 0.0 0.1 0.465
H 1.505178 4.070499 -5.934865 0.0 0.0 0.0 0.401
H 0.472532 1.985253 3.001165 -0.2 -0.1 0.1 -0.030
H -7.528117 1.326060 -0.103206 0.0 0.0 0.0 0.377
H -4.447693 3.699030 0.711547 0.0 0.0 0.0 0.350
H 0.585007 -6.548094 2.360289 0.0 0.0 0.0 0.393
H 3.603076 2.807862 -6.265273 0.0 0.0 0.0 0.405
H -3.901878 -3.548731 -0.269675 0.0 0.0 0.0 0.309
```
Positions in Å, forces in eV/Å.